Molecular formula: C53H48N10OS3Y
Method: DFT, the ωB97M-V functional and the def2-TZVPD basis

Structure (XYZ):
```
116
Properties=species:S:1:pos:R:3:forces:R:3:lowdin_charge:R:1
Y -1.550 1.266 -0.698 -0.4 0.2 -0.2 1.484
N -5.037 3.019 -3.021 0.0 0.0 -0.1 0.142
C -5.779 1.926 -2.639 0.0 -0.1 0.0 -0.027
C -4.945 1.146 -1.900 0.0 0.0 0.0 -0.082
N -3.710 1.743 -1.830 0.1 0.1 -0.2 0.006
C -3.798 2.869 -2.520 -0.2 -0.1 0.1 -0.262
C -2.651 3.752 -2.598 0.2 0.1 0.0 -0.264
N -1.583 3.519 -1.850 0.0 -0.2 0.2 0.015
C -0.660 4.481 -2.184 0.0 0.1 0.0 -0.090
C -1.186 5.302 -3.133 0.1 0.0 0.1 -0.031
N -2.447 4.823 -3.386 -0.1 0.0 0.0 0.142
H -5.393 3.798 -3.551 0.0 0.0 0.0 0.176
H -6.809 1.804 -2.924 0.0 0.0 0.0 0.132
H -5.142 0.200 -1.425 0.0 0.0 0.0 0.096
H 0.307 4.528 -1.717 0.0 0.0 0.0 0.097
H -0.789 6.168 -3.633 0.0 0.0 0.0 0.133
H -3.082 5.209 -4.066 0.0 0.0 0.0 0.176
N -0.334 0.866 1.103 0.1 -0.2 0.1 -0.393
S 0.648 -0.078 1.659 0.1 0.0 0.0 0.797
N 2.216 0.192 1.278 0.0 0.0 0.0 -0.354
S 2.989 -0.405 0.073 0.1 0.0 0.2 0.905
N 2.353 -0.489 -1.334 0.0 -0.1 -0.1 -0.347
S 1.595 0.702 -2.138 0.0 -0.2 -0.1 0.788
N 0.133 0.763 -2.000 -0.1 0.1 0.1 -0.404
C 2.107 0.364 -3.790 0.1 0.0 0.0 -0.337
C 1.333 0.939 -4.790 0.1 0.0 0.0 -0.060
C 1.707 0.748 -6.111 0.0 0.0 0.0 -0.043
C 2.832 -0.007 -6.414 0.0 0.0 0.0 -0.036
C 3.593 -0.579 -5.403 0.0 0.0 0.0 -0.041
C 3.236 -0.394 -4.075 0.0 0.0 -0.1 -0.064
C 2.452 2.205 -1.688 -0.1 0.0 0.0 -0.310
C 3.511 2.702 -2.436 0.0 0.0 0.1 -0.032
C 4.131 3.869 -2.007 0.0 0.0 0.0 -0.035
C 3.685 4.523 -0.865 0.0 0.0 -0.1 -0.046
C 2.626 4.010 -0.127 -0.1 0.0 0.0 -0.069
C 2.002 2.842 -0.536 -0.1 -0.1 -0.1 -0.128
C 4.502 0.514 0.074 0.0 0.0 0.0 -0.315
C 4.679 1.628 0.880 0.0 -0.1 0.0 -0.063
C 5.889 2.304 0.811 0.0 0.0 0.0 -0.041
C 6.886 1.863 -0.047 0.0 0.0 0.0 -0.032
C 6.689 0.745 -0.850 0.0 0.0 0.0 -0.034
C 5.489 0.060 -0.796 0.0 0.0 0.0 -0.054
C 3.511 -2.071 0.361 -0.1 0.0 -0.1 -0.332
C 4.229 -2.297 1.530 0.0 0.0 0.0 -0.059
C 4.667 -3.583 1.793 0.0 0.0 0.0 -0.035
C 4.385 -4.610 0.899 0.0 0.0 0.0 -0.035
C 3.661 -4.364 -0.258 0.0 0.1 0.0 -0.044
C 3.212 -3.081 -0.541 0.1 0.1 0.1 -0.057
C 0.760 -0.040 3.429 0.1 0.1 0.0 -0.326
C 1.840 0.538 4.080 -0.1 -0.1 0.0 -0.052
C 1.822 0.610 5.466 0.0 0.0 0.0 -0.041
C 0.746 0.099 6.177 0.0 0.0 0.0 -0.038
C -0.327 -0.480 5.510 0.0 0.0 0.0 -0.047
C -0.330 -0.547 4.127 0.0 0.0 0.0 -0.076
C 0.384 -1.814 1.296 0.0 0.1 0.0 -0.310
C 1.006 -2.767 2.099 -0.1 0.0 0.0 -0.065
C 0.881 -4.107 1.775 0.0 0.0 0.0 -0.045
C 0.154 -4.484 0.652 0.0 0.0 0.0 -0.044
C -0.455 -3.526 -0.145 0.0 0.0 0.0 -0.053
C -0.348 -2.180 0.173 0.0 0.1 0.2 -0.071
H 0.452 1.510 -4.529 0.0 0.0 0.0 0.105
H 1.117 1.184 -6.905 0.0 0.0 0.0 0.118
H 3.117 -0.155 -7.447 0.0 0.0 0.0 0.122
H 4.462 -1.173 -5.648 0.0 0.0 0.0 0.120
H 3.814 -0.837 -3.279 0.0 0.0 0.0 0.093
H 3.853 2.197 -3.329 0.0 0.0 0.0 0.120
H 4.961 4.269 -2.572 0.0 0.0 0.0 0.124
H 4.165 5.440 -0.550 0.0 0.0 0.0 0.122
H 2.284 4.519 0.765 0.0 0.0 0.0 0.123
H 1.196 2.387 0.037 0.1 0.2 0.0 0.063
H 3.885 1.956 1.534 0.0 0.0 0.0 0.102
H 6.053 3.172 1.433 0.0 0.0 0.0 0.124
H 7.830 2.390 -0.089 0.0 0.0 0.0 0.123
H 7.474 0.402 -1.510 0.0 0.0 0.0 0.123
H 5.328 -0.824 -1.400 0.0 0.0 0.0 0.117
H 4.447 -1.484 2.212 0.0 0.0 0.0 0.127
H 5.236 -3.782 2.690 0.0 0.0 0.0 0.124
H 4.741 -5.611 1.107 0.0 0.0 0.0 0.124
H 3.447 -5.169 -0.949 0.0 0.0 0.0 0.123
H 2.641 -2.862 -1.432 0.0 0.0 0.0 0.112
H 2.678 0.918 3.515 0.0 0.0 0.0 0.096
H 2.655 1.058 5.990 0.0 0.0 0.0 0.120
H 0.745 0.147 7.258 0.0 0.0 0.0 0.122
H -1.157 -0.889 6.070 0.0 0.0 0.0 0.114
H -1.160 -0.996 3.596 0.0 0.0 0.0 0.107
H 1.576 -2.463 2.967 0.0 0.0 0.0 0.125
H 1.349 -4.856 2.399 0.0 0.0 0.0 0.125
H 0.061 -5.531 0.398 0.0 0.0 0.0 0.123
H -1.018 -3.826 -1.020 0.0 0.0 0.0 0.118
H -0.852 -1.446 -0.442 0.1 0.0 0.0 0.069
C -6.032 -1.983 3.410 0.0 -0.1 0.0 0.043
N -5.078 -1.030 2.868 0.0 0.0 0.1 -0.041
N -4.639 -1.122 1.571 0.0 0.0 -0.1 0.067
C -3.614 -0.243 1.386 0.1 0.0 0.1 -0.383
O -3.075 -0.076 0.241 0.2 0.1 -0.1 -0.188
C -3.380 0.374 2.631 0.0 0.0 -0.1 0.046
C -4.303 -0.146 3.518 0.0 0.0 0.0 -0.234
C -4.471 0.143 4.969 0.0 0.0 0.0 0.007
C -5.390 -1.776 0.547 0.0 -0.1 0.0 -0.220
C -6.694 -1.375 0.284 0.0 0.0 0.0 -0.031
C -7.406 -2.006 -0.725 0.0 0.0 0.0 -0.053
C -6.806 -3.010 -1.475 0.0 0.0 0.0 -0.051
C -5.498 -3.392 -1.211 0.0 0.0 0.0 -0.051
C -4.785 -2.782 -0.190 0.0 0.0 0.0 -0.004
H -7.042 -1.783 3.059 0.0 0.0 0.0 0.098
H -6.012 -1.894 4.492 0.0 0.0 0.0 0.097
H -5.748 -2.997 3.133 0.0 0.0 0.0 0.113
H -2.626 1.113 2.838 0.0 0.0 0.0 0.110
H -3.817 0.963 5.253 0.0 0.0 0.0 0.093
H -4.217 -0.726 5.578 0.0 0.0 0.0 0.095
H -5.498 0.426 5.201 0.0 0.0 0.0 0.101
H -7.144 -0.577 0.861 0.0 0.0 0.0 0.127
H -8.427 -1.713 -0.924 0.0 0.0 0.0 0.118
H -7.364 -3.502 -2.261 0.0 0.0 0.0 0.118
H -5.038 -4.180 -1.792 0.0 0.0 0.0 0.115
H -3.771 -3.079 0.046 0.0 0.0 0.0 0.114
```
Forces are in eV/Å.

## Properties
Lowest unoccupied orbital energy (eV): -6.3
Calculated total energy (Ha): -3903.33482
ΔE to the lowest compared entry with this formula, charge and spin (kJ/mol): 0.0
HOMO (Ha): -0.558
Kohn-Sham gap (eV): 8.9
Total charge: +3

Molecular formula: C32H23CaF20GeN3O2SSe3
Method: DFT, the ωB97M-V functional and the def2-TZVPD basis

Structure (XYZ):
```
86
Properties=species:S:1:pos:R:3:forces:R:3:lowdin_charge:R:1
Ca 0.023 0.778 -0.465 0.2 0.8 -1.3 1.055
N -1.129 -0.335 -2.185 -0.3 -0.3 -0.9 -0.083
C -0.487 -1.633 -2.443 0.0 -0.3 0.2 -0.231
C -0.258 -2.337 -1.105 0.0 0.1 -0.3 -0.210
N 0.597 -1.524 -0.235 0.1 -0.9 0.2 -0.158
C 2.039 -1.663 -0.466 0.2 0.1 -0.2 -0.192
C 2.607 -0.407 -1.129 0.1 -0.4 0.1 -0.234
N 2.298 0.748 -0.282 1.3 0.1 0.2 -0.096
H -1.006 0.296 -2.974 -0.1 -0.1 0.0 0.062
H -2.126 -0.470 -2.052 0.0 0.1 0.1 0.074
H -1.091 -2.276 -3.090 0.1 0.0 0.0 0.121
H 0.471 -1.467 -2.939 -0.1 0.0 -0.1 0.102
H -1.228 -2.445 -0.617 0.0 -0.1 0.1 0.085
H 0.161 -3.337 -1.271 0.0 0.0 0.0 0.122
H 0.384 -1.747 0.733 0.0 0.1 0.0 0.041
H 2.543 -1.806 0.493 0.0 0.0 0.0 0.110
H 2.254 -2.531 -1.099 0.0 0.0 0.1 0.124
H 3.682 -0.536 -1.291 0.0 0.0 -0.1 0.124
H 2.130 -0.258 -2.102 0.1 0.1 0.0 0.094
H 2.862 0.715 0.562 0.0 0.1 0.0 0.025
H 2.518 1.618 -0.763 0.1 0.0 0.1 0.024
C 3.024 -0.151 5.088 -0.2 0.0 -0.1 -0.404
Se 2.861 0.218 3.187 0.0 0.0 -0.1 0.870
C 1.220 1.286 3.249 0.1 -0.4 0.1 -0.549
C 0.083 0.600 3.983 -0.2 -0.1 -0.2 -0.540
Se -0.254 -1.233 3.373 0.3 -0.4 0.5 0.888
C -1.979 -1.415 4.256 0.1 0.2 0.0 -0.413
H 4.016 -0.558 5.264 0.0 0.0 0.0 0.017
H 2.270 -0.879 5.376 0.0 0.0 0.0 0.008
H 2.899 0.779 5.637 0.1 0.0 0.1 0.029
H 0.948 1.471 2.205 0.0 0.0 0.3 0.027
H 1.471 2.230 3.733 -0.1 0.0 -0.1 0.072
H -0.839 1.153 3.797 0.0 0.0 0.0 0.071
H 0.267 0.540 5.055 0.0 0.1 0.0 0.059
H -2.638 -0.620 3.915 -0.1 0.0 0.0 0.005
H -1.844 -1.365 5.334 0.0 0.0 0.0 0.021
H -2.390 -2.383 3.982 0.0 0.0 0.0 0.016
F 3.279 6.362 -1.831 0.0 0.2 0.1 0.098
C 2.175 6.616 -2.549 0.0 -0.2 -0.2 -0.205
C 1.566 5.596 -3.252 -0.1 -0.2 0.1 -0.140
C 0.442 5.934 -3.992 0.2 -0.1 0.1 -0.241
F -0.170 4.973 -4.701 -0.2 0.1 0.0 0.082
C -0.074 7.213 -4.026 0.0 0.0 0.0 -0.136
F -1.163 7.498 -4.740 0.0 0.0 0.0 0.127
C 0.551 8.208 -3.290 0.1 -0.1 0.0 -0.132
F 0.061 9.442 -3.289 0.0 0.1 0.0 0.138
C 1.689 7.913 -2.561 0.1 0.0 0.1 -0.138
F 2.300 8.875 -1.869 0.0 0.0 0.0 0.125
Ge 1.877 3.640 -3.008 0.7 0.4 -0.7 0.640
S 0.211 2.973 -1.897 -0.2 0.4 -0.2 0.211
C 1.997 2.896 -4.861 -0.2 0.1 0.3 -0.136
C 1.558 1.621 -5.157 0.1 0.2 0.1 -0.215
F 1.132 0.819 -4.156 0.0 -0.2 -0.2 0.034
C 1.552 1.111 -6.442 0.0 0.0 0.1 -0.138
F 1.108 -0.125 -6.683 0.0 0.0 0.0 0.120
C 2.025 1.899 -7.477 0.0 0.0 0.0 -0.129
F 2.031 1.429 -8.720 0.0 0.0 0.0 0.138
C 2.503 3.173 -7.214 0.0 0.1 0.0 -0.134
F 2.991 3.914 -8.207 0.0 0.0 0.0 0.131
C 2.474 3.651 -5.918 -0.1 -0.2 0.2 -0.231
F 2.954 4.878 -5.675 0.1 0.0 -0.2 0.105
C 3.755 3.405 -2.300 -0.5 0.0 0.1 -0.116
C 3.988 3.775 -0.983 -0.1 -0.1 -0.2 -0.271
F 2.933 4.103 -0.223 0.2 0.2 0.2 0.075
C 5.247 3.792 -0.416 0.0 0.0 0.0 -0.139
F 5.432 4.169 0.847 0.0 0.0 0.0 0.133
C 6.329 3.396 -1.186 -0.1 0.0 -0.1 -0.129
F 7.550 3.394 -0.666 0.1 0.0 0.0 0.143
C 6.134 2.976 -2.490 -0.1 0.0 0.0 -0.140
F 7.171 2.559 -3.215 0.1 0.0 0.0 0.129
C 4.857 2.986 -3.027 -0.2 0.0 0.2 -0.208
F 4.717 2.541 -4.281 0.2 0.0 -0.1 0.104
F -9.016 0.443 0.133 -0.1 0.0 0.0 0.140
C -7.719 0.213 0.294 0.1 0.0 0.0 -0.136
C -7.143 -0.925 -0.250 0.0 0.0 0.0 -0.144
F -7.895 -1.801 -0.913 0.0 0.0 -0.1 0.131
C -5.788 -1.132 -0.098 0.3 0.2 0.1 -0.251
F -5.210 -2.209 -0.651 -0.2 -0.1 0.0 0.070
C -4.979 -0.258 0.619 -0.4 0.3 0.0 -0.347
Se -3.156 -0.721 0.835 0.4 -0.2 0.2 1.197
C -5.585 0.858 1.186 0.1 -0.3 -0.1 -0.223
F -4.875 1.704 1.923 -0.1 0.1 0.1 0.117
C -6.939 1.099 1.017 0.1 0.0 0.0 -0.139
F -7.495 2.172 1.571 -0.1 0.1 0.0 0.135
O -2.457 0.940 1.070 -0.4 0.4 -0.1 -0.575
O -1.050 0.718 1.197 -1.6 0.0 2.0 -0.666
```
Forces are in eV/Å.

## Properties
Lowest unoccupied orbital energy (eV): -0.1
Calculated total energy (Ha): -13902.16670
ΔE to the lowest compared entry with this formula, charge and spin (kJ/mol): 166.6
HOMO (Ha): -0.290
Kohn-Sham gap (eV): 7.8

Molecular formula: C4H8S
Method: DFT, the ωB97M-V functional and the def2-TZVPD basis

Structure (XYZ):
```
13
Properties=species:S:1:pos:R:3:forces:R:3:lowdin_charge:R:1
C -2.141 -0.633 0.081 -1.4 0.0 0.4 -0.145
C -1.290 -0.202 -1.168 1.1 0.7 4.0 -0.224
C 0.143 -0.704 -0.778 -0.4 -1.0 0.0 -0.308
C 0.542 -0.124 0.554 -5.4 -3.7 -0.8 -0.828
H -1.926 0.172 0.899 -1.4 -1.6 -1.3 0.091
H -3.273 -0.973 -0.107 2.3 1.7 0.4 0.110
H -1.732 -1.605 0.438 -0.1 0.7 0.0 0.058
H -1.669 -0.676 -1.981 -0.8 -1.3 -2.7 0.054
H -1.265 0.909 -1.314 -0.1 -1.0 0.1 0.122
H 0.850 -0.499 -1.578 0.3 0.1 0.2 0.090
H 0.152 -1.809 -0.541 -0.3 0.7 -0.9 0.122
H -0.240 -0.452 1.339 2.0 0.5 -0.6 0.074
S 1.599 0.932 0.669 4.4 4.2 1.3 0.784
```
Forces are in eV/Å.

## Properties
Lowest unoccupied orbital energy (eV): 0.3
Calculated total energy (Ha): -555.31456
ΔE to the lowest compared entry with this formula, charge and spin (kJ/mol): 145.4
HOMO (Ha): -0.309
Kohn-Sham gap (eV): 8.7

Molecular formula: C11H28F3NO7Zr
Method: DFT, the ωB97M-V functional and the def2-TZVPD basis

Structure (XYZ):
```
51
Properties=species:S:1:pos:R:3:forces:R:3:lowdin_charge:R:1
Zr -2.025 20.573 0.313 0.2 0.0 1.3 1.963
C -1.432 20.957 3.835 -0.1 -0.5 -0.4 -0.250
O -1.375 20.623 2.462 -0.6 0.8 -2.2 -0.470
H -0.532 21.330 4.324 1.0 -0.2 -0.7 0.057
H -2.097 21.776 4.110 -0.9 -0.1 -0.4 0.054
H -1.669 20.047 4.385 -0.4 0.0 0.3 0.065
C 1.365 19.911 -0.756 -0.6 0.1 0.0 -0.245
O 0.099 20.217 -0.199 -1.6 -0.1 0.8 -0.474
H 1.256 19.221 -1.593 -0.2 0.7 -0.9 0.068
H 1.952 20.817 -0.908 -0.4 0.3 -0.9 0.060
H 2.150 19.345 -0.253 -0.6 -0.4 1.8 0.054
C -5.530 20.728 1.025 0.7 -0.1 -0.9 -0.214
O -4.131 20.643 0.847 2.3 0.2 -0.5 -0.481
H -6.056 20.847 0.077 0.1 -0.2 -0.5 0.066
H -5.921 19.815 1.475 0.0 0.1 0.4 0.069
H -5.851 21.621 1.560 0.3 0.0 0.7 0.062
C -2.715 21.062 -3.048 1.3 0.2 1.5 -0.310
O -1.530 21.920 -2.871 -0.8 0.2 -0.8 -0.178
O -2.844 20.360 -1.860 -0.1 1.4 0.2 -0.295
C -3.988 22.025 -3.506 1.6 -3.3 0.2 -0.632
F -3.633 22.924 -4.368 1.2 1.1 -2.5 0.170
F -5.017 21.326 -4.035 0.2 -0.5 -0.1 0.131
F -4.457 22.706 -2.540 -1.3 1.2 3.5 0.199
C -0.760 22.262 -4.050 0.9 -0.8 1.0 -0.227
C 0.550 22.857 -3.472 -1.4 0.8 -0.5 -0.047
H 0.260 23.877 -3.220 0.6 0.1 0.6 0.059
H 0.832 22.250 -2.612 0.0 0.2 0.0 0.064
H 1.386 22.916 -4.170 -0.2 -0.2 -0.2 0.073
H -1.373 22.862 -4.722 0.5 0.3 0.0 0.108
H -0.400 21.380 -4.580 -0.7 -0.6 -0.1 0.109
H -2.372 20.397 -3.841 -0.9 -0.2 -0.6 0.143
C -3.218 23.771 1.660 0.2 0.8 0.2 -0.049
C -2.800 23.734 0.184 -2.4 -0.1 0.7 -0.385
C -2.480 25.135 -0.440 -1.7 0.7 0.6 -0.204
O -2.012 25.039 -1.730 0.1 -0.4 -2.7 -0.210
C -1.830 26.302 -2.456 0.7 -0.7 1.5 -0.041
N -1.753 22.784 -0.104 0.9 1.2 0.0 -0.031
H -2.383 24.246 2.176 -0.4 0.1 0.7 0.086
H -3.585 22.897 2.198 1.2 -1.1 -0.7 0.063
H -4.185 24.248 1.820 0.3 1.4 -0.5 0.084
H -3.677 23.270 -0.267 -0.1 0.6 -0.8 0.124
H -1.853 25.849 0.095 0.6 -0.5 0.9 0.129
H -3.426 25.675 -0.469 -0.5 0.0 0.2 0.126
H -1.681 26.235 -3.533 -0.2 -1.0 0.1 0.087
H -0.885 26.646 -2.033 0.0 0.8 -0.1 0.087
H -2.634 27.023 -2.310 -0.1 -0.2 0.4 0.087
H -1.663 22.961 -1.094 0.3 -0.9 -1.2 0.063
H -0.936 23.291 0.205 1.0 -0.7 0.6 0.125
O -2.092 18.416 0.430 -0.1 -1.3 0.1 -0.101
H -1.328 17.915 0.716 0.6 0.2 0.2 0.098
H -2.665 17.767 0.021 -0.6 0.1 -0.3 0.106
```
Forces are in eV/Å.

## Properties
Lowest unoccupied orbital energy (eV): 0.1
Calculated total energy (Ha): -1363.99801
ΔE to the lowest compared entry with this formula, charge and spin (kJ/mol): 325.2
HOMO (Ha): -0.313
Kohn-Sham gap (eV): 8.6

Question: ΔE to the lowest compared entry with this formula, charge and spin of number 1 (C53H48N10OS3Y)?
Answer: 0.0 kJ/mol

Question: The highest Kohn-Sham gap belongs to which entry?
Answer: C53H48N10OS3Y